An isolated molecule of C3H3ClF2 in a non-equilibrium geometry, computed with wB97M-V/def2-TZVPD.

```
! RIJCOSX wB97M-V def2-TZVPD def2/J DEFGRID3
* xyz 0 1
C -0.753 -0.590 -0.036
C -0.204 0.910 -0.100
C 0.670 -0.180 0.522
H -1.503 -0.875 0.564
H -0.531 1.667 0.670
H 1.057 -0.316 1.508
F -0.958 -1.214 -1.171
F 0.342 1.188 -1.306
Cl 1.880 -0.589 -0.652
*
```

The value obtained for the LUMO energy is 0.031 hartree. The orbital gap is 0.401 Ha. As for the SMILES: F[C@@H]1[C@H](F)[C@@H]1Cl. The highest occupied orbital energy is -10.05 eV. The value obtained for the total energy is -775.93567 Eh.

Löwdin analysis output, partial charges in e:
1. C -0.262
2. C -0.257
3. C -0.535
4. H 0.101
5. H 0.160
6. H 0.086
7. F 0.055
8. F -0.057
9. Cl 0.709

A structure of composition C25H47IrN4OS4, computed with wB97M-V/def2-TZVPD.

```
! RIJCOSX wB97M-V def2-TZVPD def2/J DEFGRID3
* xyz 3 2
Ir 0.049 -0.642 0.204
C 1.610 0.924 0.178
C 2.242 -0.350 0.303
C 1.928 -1.082 -0.961
C 1.054 -0.212 -1.697
C 0.978 1.085 -1.090
C 0.511 2.336 -1.752
C 1.659 2.618 -2.765
C 0.406 3.504 -0.774
C -0.795 2.125 -2.521
C 2.483 -2.335 -1.631
C 2.274 -3.666 -0.904
C 3.988 -2.045 -1.831
C 1.864 -2.505 -3.027
C 3.261 -0.535 1.436
C 4.510 0.262 1.013
C 3.672 -1.971 1.753
C 2.694 0.080 2.727
H 1.732 1.704 0.914
H 0.601 -0.457 -2.641
H 2.634 2.666 -2.277
H 1.466 3.589 -3.222
H 1.690 1.867 -3.555
H 1.358 3.693 -0.275
H -0.366 3.324 -0.025
H 0.145 4.409 -1.319
H -0.704 1.346 -3.280
H -1.049 3.048 -3.042
H -1.618 1.891 -1.842
H 2.647 -3.692 0.113
H 2.803 -4.435 -1.466
H 1.220 -3.951 -0.909
H 4.554 -2.119 -0.906
H 4.157 -1.058 -2.267
H 4.391 -2.783 -2.524
H 0.782 -2.660 -2.981
H 2.294 -3.391 -3.489
H 2.081 -1.664 -3.687
H 5.030 -0.202 0.177
H 5.201 0.299 1.855
H 4.264 1.290 0.740
H 4.138 -2.467 0.908
H 2.833 -2.569 2.106
H 4.416 -1.945 2.548
H 2.664 1.171 2.709
H 3.336 -0.197 3.562
H 1.692 -0.306 2.945
N -0.957 -0.140 2.015
N -1.173 -1.187 2.937
C -0.745 -2.418 2.667
N -1.011 -3.398 3.509
S 0.181 -2.743 1.254
H -0.489 0.625 2.504
H -1.862 0.281 1.699
H -1.740 -0.971 3.747
H -1.521 -3.260 4.371
H -0.671 -4.330 3.324
S -2.787 2.027 0.723
C -2.902 3.217 1.918
N -3.574 4.340 1.806
C -3.501 5.319 2.895
C -2.903 4.594 4.109
S -2.107 3.089 3.451
H -4.072 4.545 0.950
H -4.501 5.686 3.117
H -2.883 6.161 2.580
H -3.662 4.295 4.827
H -2.153 5.197 4.611
O -1.817 -1.181 -0.420
S -2.233 -1.303 -1.943
C -3.788 -0.387 -2.028
C -4.885 -1.373 -1.644
C -4.511 -2.679 -2.338
C -3.036 -2.930 -2.017
H -3.870 -0.063 -3.069
H -3.678 0.490 -1.390
H -5.857 -1.001 -1.962
H -4.915 -1.501 -0.560
H -4.651 -2.589 -3.417
H -5.114 -3.521 -2.002
H -2.507 -3.547 -2.741
H -2.889 -3.336 -1.014
*
```

The value obtained for the LUMO energy (spin up / spin down) is -0.334 / -0.414 hartree. The orbital gap (spin up / spin down) is 0.271 / 0.191 Ha. The highest occupied orbital energy (spin up / spin down) is -16.47 / -16.47 eV. The value obtained for the total energy is -2971.24207 Eh.

Löwdin analysis output, partial charges in e:
1. Ir 1.292
2. C -0.077
3. C -0.213
4. C -0.158
5. C -0.107
6. C -0.190
7. C -0.537
8. C 0.012
9. C -0.026
10. C -0.024
11. C -0.516
12. C -0.064
13. C 0.001
14. C -0.037
15. C -0.525
16. C 0.001
17. C -0.036
18. C -0.032
19. H 0.137
20. H 0.110
21. H 0.104
22. H 0.112
23. H 0.099
24. H 0.097
25. H 0.048
26. H 0.108
27. H 0.088
28. H 0.112
29. H 0.032
30. H 0.051
31. H 0.112
32. H 0.058
33. H 0.069
34. H 0.108
35. H 0.112
36. H 0.086
37. H 0.110
38. H 0.102
39. H 0.088
40. H 0.112
41. H 0.097
42. H 0.066
43. H 0.056
44. H 0.110
45. H 0.092
46. H 0.107
47. H 0.065
48. N -0.089
49. N 0.007
50. C -0.705
51. N 0.174
52. S 0.855
53. H 0.097
54. H -0.023
55. H 0.186
56. H 0.149
57. H 0.136
58. S 0.647
59. C -1.103
60. N -0.030
61. C -0.165
62. C -0.365
63. S 0.932
64. H 0.159
65. H 0.137
66. H 0.133
67. H 0.089
68. H 0.090
69. O -0.712
70. S 1.054
71. C -0.295
72. C -0.200
73. C -0.196
74. C -0.271
75. H 0.118
76. H 0.041
77. H 0.136
78. H 0.126
79. H 0.130
80. H 0.135
81. H 0.104
82. H 0.105

A cluster of 3 separate species, C16H35FN5O4P in total in a non-equilibrium geometry, computed with wB97M-V/def2-TZVPD.

```
! RIJCOSX wB97M-V def2-TZVPD def2/J DEFGRID3
* xyz 0 1
N -2.098 1.388 -1.023
C -1.707 1.728 -2.046
C -1.091 2.198 -3.308
F -1.776 3.312 -3.736
C -1.102 1.120 -4.443
C -1.702 -0.147 -4.033
N -2.235 -1.121 -3.748
P 0.629 0.810 -5.051
N 0.747 -0.399 -6.037
H -0.059 2.475 -3.086
H -1.665 1.542 -5.276
H 1.390 0.722 -3.863
H 0.928 2.053 -5.649
H 1.362 -1.115 -5.665
C -4.053 -4.363 3.468
O -3.094 -3.324 3.497
C -2.451 -3.091 2.249
C -2.796 -1.718 1.716
N -4.196 -1.647 1.320
C -4.653 -0.308 0.961
C -4.684 0.748 2.059
O -5.634 0.495 3.080
C -5.175 -0.297 4.157
H -4.413 -4.501 4.486
H -4.903 -4.116 2.824
H -3.609 -5.302 3.123
H -2.722 -3.864 1.524
H -1.371 -3.148 2.417
H -2.173 -1.509 0.841
H -2.539 -0.985 2.493
H -4.769 -1.998 2.077
H -5.667 -0.405 0.566
H -4.029 0.062 0.145
H -4.985 1.691 1.596
H -3.693 0.917 2.498
H -4.109 -0.144 4.346
H -5.357 -1.362 3.988
H -5.732 0.000 5.046
C 1.577 1.618 -0.629
O 2.623 1.158 -1.469
C 3.567 2.171 -1.812
C 4.920 1.870 -1.205
N 4.881 2.009 0.244
C 6.095 1.571 0.927
C 6.453 0.090 0.857
O 5.541 -0.753 1.533
C 4.445 -1.212 0.766
H 0.865 0.803 -0.510
H 1.943 1.910 0.360
H 1.062 2.475 -1.077
H 3.211 3.155 -1.494
H 3.664 2.181 -2.903
H 5.652 2.575 -1.608
H 5.213 0.861 -1.526
H 4.096 1.481 0.604
H 5.989 1.837 1.981
H 6.938 2.151 0.538
H 7.413 -0.037 1.365
H 6.595 -0.255 -0.174
H 4.712 -1.334 -0.287
H 3.583 -0.541 0.842
H 4.147 -2.182 1.164
*
```

The value obtained for the LUMO energy is 0.007 hartree. The orbital gap is 0.315 Ha. As for the SMILES: N#C[C@H]([PH2]=N)[C@@H](F)C#N.COCCNCCOC.COCCNCCOC. The highest occupied orbital energy is -8.37 eV. The value obtained for the total energy is -1646.40769 Eh.

Löwdin analysis output, partial charges in e:
1. N 0.221
2. C -0.138
3. C -0.325
4. F 0.024
5. C -0.350
6. C -0.263
7. N 0.194
8. P 0.731
9. N -0.287
10. H 0.116
11. H 0.133
12. H 0.018
13. H 0.019
14. H -0.030
15. C -0.119
16. O -0.198
17. C -0.219
18. C -0.219
19. N -0.047
20. C -0.203
21. C -0.228
22. O -0.181
23. C -0.105
24. H 0.087
25. H 0.082
26. H 0.087
27. H 0.122
28. H 0.120
29. H 0.119
30. H 0.108
31. H 0.074
32. H 0.118
33. H 0.081
34. H 0.120
35. H 0.109
36. H 0.088
37. H 0.072
38. H 0.086
39. C -0.115
40. O -0.220
41. C -0.220
42. C -0.217
43. N -0.051
44. C -0.199
45. C -0.228
46. O -0.177
47. C -0.101
48. H 0.085
49. H 0.088
50. H 0.072
51. H 0.124
52. H 0.115
53. H 0.125
54. H 0.110
55. H 0.074
56. H 0.119
57. H 0.118
58. H 0.122
59. H 0.110
60. H 0.088
61. H 0.072
62. H 0.088

A structure of composition C4H6Br9NO2 in a non-equilibrium geometry, computed with wB97M-V/def2-TZVPD.

```
! RIJCOSX wB97M-V def2-TZVPD def2/J DEFGRID3
* xyz 0 1
C -22.953 -0.433 25.888
N -23.720 -0.264 27.129
O -24.557 0.633 27.110
O -23.449 -1.000 28.060
H -21.997 -0.941 26.016
H -22.914 0.594 25.526
H -23.415 -1.096 25.156
C -22.796 5.819 23.948
Br -24.789 5.646 24.074
Br -22.095 4.876 22.383
Br -21.945 5.239 25.595
H -22.632 6.894 23.881
C -23.393 2.955 24.664
Br -22.195 1.582 23.858
Br -23.439 2.984 26.613
Br -25.238 2.650 23.945
H -23.101 3.947 24.319
C -22.059 2.523 28.574
Br -20.765 1.475 27.402
Br -21.221 3.212 30.222
Br -23.737 1.558 28.956
H -22.322 3.382 27.957
*
```

The value obtained for the LUMO energy is -0.032 hartree. The orbital gap is 0.287 Ha. The highest occupied orbital energy is -8.70 eV. The value obtained for the total energy is -23526.98960 Eh.

Löwdin analysis output, partial charges in e:
1. C -0.112
2. N -0.528
3. O -0.321
4. O 0.007
5. H 0.088
6. H -0.122
7. H 0.109
8. C -1.405
9. Br 0.580
10. Br 0.649
11. Br 0.671
12. H -0.016
13. C -1.445
14. Br 0.659
15. Br 0.674
16. Br 0.507
17. H -0.273
18. C -1.520
19. Br 0.603
20. Br 0.552
21. Br 0.855
22. H -0.211

A structure of composition C14H38B3Br6O6S3V in a non-equilibrium geometry, computed with wB97M-V/def2-TZVPD.

```
! RIJCOSX wB97M-V def2-TZVPD def2/J DEFGRID3
* xyz 0 3
V -15.286 9.703 12.011
B -15.692 7.670 12.771
H -16.077 6.758 13.199
H -14.766 7.532 12.233
H -16.449 7.995 12.074
H -15.591 8.371 13.585
B -17.359 10.486 11.987
H -17.200 9.961 11.058
H -18.325 10.966 12.025
H -17.133 9.830 12.813
H -16.587 11.237 12.048
B -14.311 11.414 10.943
H -13.771 10.489 10.816
H -13.671 12.058 10.360
H -15.284 11.265 10.500
H -14.378 11.566 12.009
C -20.688 12.740 12.169
Br -20.809 13.001 10.167
Br -22.367 13.184 13.075
Br -19.285 13.888 12.953
H -20.535 11.664 12.256
C -20.350 8.545 12.597
Br -20.515 6.622 13.052
Br -21.344 9.654 13.950
Br -20.857 8.923 10.710
H -19.348 8.917 12.812
C -15.353 14.683 13.100
C -15.713 14.809 11.651
C -16.277 16.217 11.434
S -15.449 17.445 12.604
O -16.464 18.102 13.445
O -14.373 18.125 11.852
C -14.586 15.993 13.481
H -14.637 13.863 13.157
H -16.269 14.612 13.688
H -16.457 14.092 11.301
H -14.725 14.688 11.208
H -17.325 16.338 11.709
H -16.116 16.601 10.427
H -14.561 16.166 14.557
H -13.593 16.084 13.042
C -18.091 11.753 16.406
C -18.164 10.198 16.125
C -16.709 9.753 16.245
S -15.667 11.059 15.377
O -15.333 10.675 14.010
O -14.636 11.602 16.213
C -17.080 12.174 15.303
H -17.835 12.134 17.394
H -19.040 12.147 16.040
H -18.566 9.943 15.144
H -18.731 9.633 16.866
H -16.425 8.745 15.942
H -16.384 9.943 17.268
H -17.471 12.019 14.297
H -16.602 13.140 15.460
C -17.419 5.818 9.396
C -18.106 7.143 9.514
C -17.360 8.216 8.687
S -15.622 7.877 8.989
O -15.283 8.680 10.163
O -14.877 8.057 7.789
C -15.878 6.047 9.426
H -17.685 5.361 8.443
H -17.806 5.122 10.141
H -18.215 7.289 10.589
H -19.178 7.082 9.326
H -17.563 9.265 8.898
H -17.421 7.979 7.624
H -15.465 5.960 10.431
H -15.340 5.430 8.706
*
```

The value obtained for the LUMO energy (spin up / spin down) is -0.049 / -0.037 hartree. The orbital gap (spin up / spin down) is 0.309 / 0.321 Ha. The highest occupied orbital energy (spin up / spin down) is -9.76 / -9.76 eV. The value obtained for the total energy is -18664.46950 Eh.

Löwdin analysis output, partial charges in e:
1. V 1.022
2. B -0.390
3. H 0.015
4. H -0.006
5. H -0.040
6. H -0.033
7. B -0.458
8. H -0.010
9. H 0.003
10. H -0.027
11. H -0.027
12. B -0.359
13. H -0.022
14. H 0.010
15. H -0.015
16. H -0.031
17. C -1.497
18. Br 0.504
19. Br 0.532
20. Br 0.614
21. H -0.121
22. C -1.435
23. Br 0.557
24. Br 0.570
25. Br 0.621
26. H -0.064
27. C -0.226
28. C -0.235
29. C -0.201
30. S 0.754
31. O -0.361
32. O -0.371
33. C -0.175
34. H 0.114
35. H 0.084
36. H 0.108
37. H 0.123
38. H 0.076
39. H 0.097
40. H 0.093
41. H 0.092
42. C -0.146
43. C -0.199
44. C -0.179
45. S 0.745
46. O -0.418
47. O -0.286
48. C -0.247
49. H 0.123
50. H 0.101
51. H 0.074
52. H 0.118
53. H 0.104
54. H 0.099
55. H 0.051
56. H 0.096
57. C -0.207
58. C -0.269
59. C -0.176
60. S 0.763
61. O -0.429
62. O -0.277
63. C -0.126
64. H 0.114
65. H 0.122
66. H 0.083
67. H 0.072
68. H 0.109
69. H 0.109
70. H 0.088
71. H 0.101

A cluster of 5 separate species, C2H14O4S in total in a non-equilibrium geometry, computed with wB97M-V/def2-TZVPD.

```
! RIJCOSX wB97M-V def2-TZVPD def2/J DEFGRID3
* xyz 0 1
C -2.277 0.084 1.289
C -0.846 0.451 1.577
S -0.484 2.029 0.696
H -2.524 -0.877 1.780
H -2.999 0.814 1.704
H -2.430 0.002 0.219
H -0.217 -0.400 1.317
H -0.532 0.763 2.568
H -0.606 2.727 1.802
H 1.943 -2.606 0.863
H 1.017 -2.054 -0.211
O 1.326 -1.948 0.722
H -0.337 0.563 -2.428
H 1.027 0.128 -1.763
O 0.471 -0.121 -2.566
H -0.478 -2.855 -2.140
H -0.085 -1.399 -1.990
O -0.461 -2.146 -1.477
H 2.169 -0.423 0.096
H 2.446 1.057 0.168
O 2.176 0.325 -0.469
*
```

The value obtained for the LUMO energy is 0.020 hartree. The orbital gap is 0.352 Ha. As for the SMILES: CCS.O.O.O.O. The highest occupied orbital energy is -9.02 eV. The value obtained for the total energy is -783.72279 Eh.

Löwdin analysis output, partial charges in e:
1. C -0.199
2. C -0.579
3. S 0.686
4. H 0.079
5. H 0.073
6. H 0.058
7. H 0.038
8. H 0.053
9. H -0.167
10. H 0.014
11. H 0.040
12. O -0.043
13. H 0.148
14. H 0.023
15. O -0.111
16. H 0.055
17. H -0.057
18. O -0.092
19. H -0.024
20. H 0.092
21. O -0.087